1.
94
Properties=species:S:1:pos:R:3:forces:R:3 method="wB97M-V/def2-TZVPD" charge=+1 e_homo_ha=-0.428 multiplicity=1 relative_energy_kcal_mol=0.00 homo_lumo_gap_ev=10.1 max_force_ev_per_a=2.56 molar_mass_g_mol=914.8 energy_ev=-178273.7488
Zn 12.00688 -7.33093 -22.62815 0.18 -0.01 -0.28
C 7.88342 -7.35556 -24.58754 1.10 1.19 0.78
F 8.34789 -8.56602 -24.87398 -0.06 -0.29 -0.44
F 7.05954 -6.91462 -25.51548 -0.03 -0.21 -0.35
F 7.21409 -7.43724 -23.43863 -0.09 -0.11 0.25
S 9.34083 -6.13388 -24.37493 0.22 1.71 0.18
O 8.85818 -5.05910 -23.51927 -0.32 -0.75 -0.40
O 10.38607 -6.89576 -23.68193 -0.87 -0.82 -0.89
O 9.72127 -5.71086 -25.71247 -0.49 -0.85 0.49
C 12.04334 -3.73875 -25.15299 -1.05 -0.44 -0.63
O 12.34156 -3.09318 -23.91469 0.61 0.02 0.95
P 12.86456 -3.92702 -22.65708 -0.08 0.15 -0.71
O 12.42674 -5.33226 -22.68639 0.40 0.49 0.33
O 12.37498 -3.10005 -21.40488 0.79 -0.24 -0.53
C 10.98653 -3.04312 -21.10160 -0.93 0.65 1.40
O 14.46192 -3.81002 -22.65660 -1.39 0.32 -0.36
C 15.00675 -2.58306 -23.16985 1.43 0.70 0.71
H 12.72390 -3.52202 -25.97868 0.62 0.05 0.55
H 11.07938 -3.37084 -25.50812 -0.05 -0.03 0.36
H 11.93173 -4.80767 -24.97525 0.15 0.06 -0.26
H 10.82993 -3.17138 -20.02262 0.55 -0.76 -0.06
H 10.38793 -3.77806 -21.63588 -0.01 0.20 -0.30
H 10.62558 -2.01221 -21.14156 0.07 -0.09 -1.12
H 14.83025 -1.75634 -22.47924 -0.39 -0.07 -0.04
H 14.72023 -2.28472 -24.17466 -0.43 -0.45 0.00
H 16.09040 -2.70724 -23.14824 -0.07 -0.22 -0.14
C 8.97340 -10.83879 -22.65962 -0.34 0.75 1.02
O 10.08203 -11.38647 -23.36909 0.82 -0.10 -0.17
P 11.39158 -10.53196 -23.66034 -0.36 1.12 -0.91
O 11.61531 -9.36806 -22.76168 -0.53 -1.14 -0.27
O 11.24139 -10.05093 -25.17715 0.90 -0.68 1.04
C 11.39818 -11.00321 -26.25274 -0.34 -0.24 0.09
O 12.59752 -11.55590 -23.65225 -0.93 -0.13 -0.15
C 12.76710 -12.40388 -22.49523 1.09 0.68 0.42
H 8.93384 -11.28457 -21.66483 0.07 -0.14 -0.10
H 8.01085 -10.99589 -23.14014 0.32 -0.31 -0.49
H 9.10536 -9.76719 -22.51627 0.01 0.01 -0.08
H 10.39768 -11.24114 -26.60561 0.07 0.13 -0.35
H 11.86465 -11.94029 -25.94792 0.06 0.15 0.29
H 12.03707 -10.55427 -27.00596 -0.23 0.17 -0.10
H 13.77872 -12.19526 -22.14550 0.09 -0.21 -0.07
H 12.69744 -13.45162 -22.76828 -0.41 0.07 -0.02
H 12.13807 -12.08584 -21.66340 -0.42 -0.35 -0.22
C 12.27246 -6.61958 -27.21306 0.21 -0.63 -0.71
O 13.61035 -6.49434 -26.66137 0.29 -0.55 1.46
P 14.02992 -7.54516 -25.50857 0.94 0.24 -1.63
O 13.30745 -7.53616 -24.22800 0.25 -0.05 -0.93
O 13.98288 -8.95545 -26.23858 -0.39 0.34 0.77
C 14.77665 -9.25959 -27.38734 1.47 -0.20 0.41
O 15.61482 -7.29255 -25.36024 -1.29 -0.10 -0.53
C 16.02881 -6.03713 -24.84941 0.44 1.09 1.59
H 11.67153 -7.29882 -26.61213 -0.28 0.41 0.19
H 12.37180 -7.07170 -28.20281 0.12 -0.01 0.02
H 11.83304 -5.63950 -27.36194 -0.04 0.00 0.50
H 15.63529 -9.85105 -27.05307 -0.26 -0.24 0.10
H 15.27485 -8.38187 -27.79949 -0.67 0.18 -0.36
H 14.21255 -9.86333 -28.08980 -0.23 0.35 -0.10
H 15.25737 -5.51691 -24.27678 -0.40 -0.19 -0.28
H 16.43107 -5.32242 -25.56633 -0.12 -0.50 -0.52
H 16.78779 -6.19799 -24.07910 0.19 -0.29 -0.31
C 15.62847 -9.79918 -23.00091 -0.12 -0.03 -0.68
O 15.13374 -9.91032 -21.66418 -0.36 0.00 0.34
P 14.60675 -8.68414 -20.80902 0.22 -0.22 0.32
O 13.52262 -7.88990 -21.40300 0.97 0.23 0.22
O 14.15569 -9.36488 -19.45766 1.36 -0.04 0.46
C 12.84861 -9.84230 -19.17680 -0.99 -0.47 -0.89
O 15.92554 -7.85108 -20.46154 -1.22 -0.67 -0.41
C 17.08843 -8.56376 -20.02680 0.84 -0.10 0.87
H 16.39484 -10.55800 -23.14456 0.12 0.10 0.24
H 16.02000 -8.81082 -23.23984 0.10 0.03 0.26
H 14.83404 -10.01287 -23.71586 -0.19 0.04 0.15
H 12.35248 -9.86325 -20.15325 -0.76 0.35 0.51
H 12.36160 -9.26254 -18.39231 0.03 0.54 -0.48
H 12.76706 -10.86533 -18.79546 1.06 -0.06 -0.13
H 17.31304 -8.24137 -19.01018 -0.01 0.14 -0.07
H 17.94580 -8.33228 -20.65603 -0.21 0.21 -0.19
H 16.99868 -9.64880 -19.97865 -0.46 0.05 -0.27
C 8.11079 -5.51321 -20.03043 -0.08 0.21 0.35
O 8.39771 -6.91056 -20.13711 1.16 -0.64 -0.32
P 9.86082 -7.54458 -19.98956 -1.79 0.05 0.66
O 10.88175 -7.17065 -20.98091 -0.68 0.02 1.22
O 10.23982 -7.26698 -18.46471 0.03 0.37 -1.03
C 11.10744 -6.17727 -18.07485 0.89 -1.02 0.47
O 9.48340 -9.08036 -20.00211 1.07 0.57 -0.33
C 8.46363 -9.63663 -19.22328 -2.29 -0.83 0.77
H 8.98763 -4.92902 -19.74302 0.09 -0.06 -0.24
H 7.38591 -5.39904 -19.22439 -0.11 0.00 -0.15
H 7.70518 -5.17394 -20.98028 0.12 0.06 0.01
H 10.57760 -5.47683 -17.43697 -0.16 0.05 -0.19
H 11.64149 -5.71053 -18.90165 -0.44 0.07 -0.24
H 11.87339 -6.69668 -17.49518 0.04 0.44 0.24
H 8.68984 -10.63392 -18.84236 0.78 0.21 -0.07
H 7.53853 -9.81027 -19.78750 0.34 0.29 -0.54
H 8.09343 -9.04188 -18.38550 0.69 0.32 0.02

2.
48
Properties=species:S:1:pos:R:3:forces:R:3 method="wB97M-V/def2-TZVPD" e_homo_ha=-0.326 multiplicity=1 smiles="NC(N)=O.NC(N)=O.NC(N)=O.CCO.CCO.CO" relative_energy_kcal_mol=120.44 homo_lumo_gap_ev=8.4 max_force_ev_per_a=9.12 molar_mass_g_mol=304.3 energy_ev=-29972.6099
N -14.02732 14.36682 6.36402 0.15 -3.28 4.26
C -13.44072 14.98006 5.39249 7.12 1.43 -2.50
N -14.23839 15.83448 4.80341 -0.05 3.66 -4.29
O -12.08995 14.89379 5.07803 -6.69 0.16 1.72
H -13.34971 14.04463 7.07690 -1.14 -0.21 -0.71
H -15.03696 14.26250 6.50971 0.95 0.50 -0.20
H -13.81063 16.46855 4.06530 -0.69 -2.05 1.45
H -15.13362 16.20482 5.11245 0.29 -0.83 0.56
N -18.22710 15.91405 2.37429 2.74 1.33 -5.50
C -19.27781 15.90931 3.13061 -4.43 5.43 1.37
N -19.03794 15.09618 4.15380 -2.02 -3.27 4.33
O -20.22707 16.91194 3.06019 4.59 -5.85 0.37
H -18.37654 16.56689 1.57613 0.61 -0.89 0.68
H -17.49506 15.18298 2.24557 -1.34 0.70 0.31
H -19.86589 14.99813 4.83035 1.95 -0.05 -1.33
H -18.26947 14.31914 4.20714 -2.35 1.97 -0.59
N -13.71684 17.80634 2.75311 1.66 -0.39 6.73
C -13.57217 18.11842 1.54610 7.52 0.61 -5.12
N -14.66457 17.85979 0.86618 -1.58 0.99 -3.44
O -12.31048 18.40665 1.02963 -6.59 -0.89 2.01
H -12.78781 17.78452 3.25073 -1.69 0.34 -0.24
H -14.64609 17.94829 3.18325 0.90 -0.29 0.09
H -14.61554 18.35421 -0.00646 -0.74 -0.34 -0.55
H -15.55567 17.53102 1.23978 0.85 0.52 0.05
C -16.09496 17.85021 7.03855 2.45 -1.22 -1.15
C -17.24890 17.02472 6.65584 -1.92 0.58 1.79
O -16.92255 15.95574 5.85898 -0.25 -1.86 -1.79
H -15.82903 18.35583 6.11862 0.54 0.48 0.02
H -15.17575 17.28943 7.37528 -1.03 0.23 -0.33
H -16.29582 18.54498 7.78417 -0.60 1.34 1.25
H -17.94373 17.63681 6.14154 -0.67 1.04 -0.94
H -17.88230 16.76501 7.51358 0.43 -0.71 0.34
H -17.64788 15.81795 5.18633 0.93 0.27 1.30
C -13.81949 20.37324 4.76829 -1.81 -0.28 -0.57
C -12.75634 19.96343 5.65544 1.43 2.31 0.92
O -13.23704 20.11978 6.98669 -0.88 -1.09 -0.73
H -14.22221 21.31903 5.10352 -0.24 0.24 -0.20
H -14.57945 19.59004 4.80819 -0.46 0.30 0.05
H -13.49534 20.39548 3.75598 0.32 0.32 -0.95
H -11.87186 20.57985 5.44128 -0.05 0.28 0.51
H -12.41379 19.02401 5.39247 0.46 -2.54 0.17
H -12.59139 20.51460 7.53108 1.21 0.53 0.84
C -17.21981 19.03077 3.43249 -3.20 -1.16 0.15
O -16.48536 17.83242 3.46693 1.92 0.45 0.30
H -16.78718 19.86366 2.96212 1.52 0.63 -0.71
H -17.60656 19.37790 4.39163 0.45 -0.26 0.43
H -18.14016 18.82644 2.86828 -0.01 0.21 -0.06
H -16.98357 17.00866 3.44464 -0.56 0.62 -0.07

3.
20
Properties=species:S:1:pos:R:3:forces:R:3 method="wB97M-V/def2-TZVPD" charge=-1 e_homo_ha=-0.146 multiplicity=1 relative_energy_kcal_mol=27.36 homo_lumo_gap_ev=7.3 max_force_ev_per_a=3.59 molar_mass_g_mol=235.0 energy_ev=-18587.1749
I -17.43701 3.11987 -4.40027 0.00 -0.05 0.02
C -12.78814 4.88903 -1.10463 0.22 0.81 -1.26
C -13.20806 4.12535 -2.36088 -0.46 0.54 -0.68
O -14.48762 3.60791 -2.20182 -0.36 -0.82 1.25
H -11.82428 5.35042 -1.31958 0.49 -0.31 0.28
H -12.78791 4.39607 -0.13248 -0.15 -0.19 -0.31
H -13.42920 5.77000 -1.13675 -0.39 -0.13 0.72
H -12.51021 3.38892 -2.75935 0.31 -0.44 0.54
H -13.28362 4.84213 -3.17857 0.42 0.50 -0.06
H -15.06713 3.70740 -2.96068 -0.19 -0.04 -0.47
C -21.95767 1.87595 -3.94220 -2.03 0.02 -0.61
C -23.04796 1.34153 -4.95471 -1.95 1.11 2.80
O -22.68224 0.57107 -6.01681 1.58 -0.86 -0.62
O -21.09549 2.70121 -4.61235 1.39 0.13 -1.24
H -21.45892 1.09628 -3.36646 -0.02 -0.31 -0.21
H -22.42243 2.57207 -3.24398 -0.91 -0.59 0.49
H -23.69590 2.12721 -5.34328 0.50 1.07 0.09
H -23.80701 0.82456 -4.36762 0.15 -0.70 0.36
H -21.80761 0.93059 -6.18226 0.53 -0.24 -0.85
H -20.20414 2.41846 -4.39519 0.89 0.50 -0.25

4.
42
Properties=species:S:1:pos:R:3:forces:R:3 method="wB97M-V/def2-TZVPD" charge=+1 e_homo_ha=-0.460 multiplicity=1 relative_energy_kcal_mol=116.57 homo_lumo_gap_ev=10.3 max_force_ev_per_a=6.29 molar_mass_g_mol=243.3 energy_ev=-24974.6260
O -1.45563 0.01524 2.43133 0.97 -1.66 -0.54
C -1.21325 -0.86660 1.58735 -1.09 0.51 1.67
N -2.01089 -1.96729 1.49902 -0.16 0.04 -0.08
C -1.93117 -3.11146 0.54536 -2.03 -0.09 3.84
C -0.05212 -0.67684 0.60273 -2.09 0.03 0.24
N 0.17394 0.81818 0.74939 2.88 -1.14 1.07
C 1.85987 -2.09135 -0.02341 0.06 -1.03 -4.63
C 1.23311 -1.42032 1.08999 -1.32 0.83 1.08
H -2.57376 -2.20392 2.34471 0.69 0.79 -1.11
H -1.19105 -3.72784 1.06231 -0.54 -1.07 -0.89
H -3.01808 -3.45017 0.46873 1.66 -0.42 0.56
H -1.72929 -2.93439 -0.43672 1.25 1.23 -2.53
H -0.58040 -1.00244 -0.41410 2.11 1.15 1.58
H -0.73162 1.27463 0.68872 0.05 0.60 1.05
H 0.60462 1.06128 -0.09939 0.82 0.79 -1.88
H 1.01334 1.05209 1.53732 -3.60 -0.47 -1.58
H 2.17852 -1.37585 -1.00316 -2.28 -1.42 2.34
H 2.81843 -2.51236 -0.16437 1.50 -0.83 2.08
H 1.16179 -2.99382 -0.18664 1.12 1.56 -0.88
H 1.89552 -0.66640 1.50349 -0.12 -0.10 0.71
H 0.80393 -2.12315 1.85328 1.21 0.50 -0.31
H -0.19378 2.21623 -1.77479 0.94 2.73 -0.98
H -0.20049 0.78373 -2.52017 -0.02 1.37 0.36
O -0.44525 1.33429 -1.74182 -0.98 -3.92 0.28
H -3.59004 1.80584 2.82026 -0.07 -0.52 -1.28
H -4.10819 1.10756 1.42917 1.50 1.27 1.50
O -3.35269 1.61021 1.88263 -1.81 -0.35 -0.50
H 2.98802 3.39841 -0.05623 0.65 1.51 0.60
H 3.48476 1.99110 -0.30443 1.58 -0.83 0.10
O 2.74210 2.54993 -0.34855 -2.29 -0.80 -0.63
H 1.53007 1.06085 4.33049 -0.12 -0.24 -1.28
H 0.23767 0.79869 3.54865 0.03 -0.20 -0.29
O 1.20318 0.82692 3.42536 -0.01 0.43 1.39
H -0.20661 1.67491 -4.85812 -4.00 4.14 -2.52
H 1.21404 1.44444 -4.60758 1.20 0.47 -0.18
O 0.34850 1.09646 -4.51173 2.83 -4.71 2.67
H -0.89718 4.68017 -1.37025 0.85 -1.23 -0.43
H 0.51487 4.76351 -1.61370 4.75 3.99 -0.11
O -0.09914 4.13844 -1.62437 -5.61 -2.77 0.56
H 0.34789 -3.32696 -2.15723 -0.68 -2.30 1.56
H 0.58234 -2.58855 -3.27432 0.28 1.13 -0.14
O 0.64411 -2.46340 -2.30923 -0.12 1.02 -2.46